Computed, not measured: a 2-piece molecular cluster, C6H12N overall in a non-equilibrium geometry, with ωB97M-V/def2-TZVPD.

Geometry as XYZ:
```
19
C6H12N, DFT ωB97M-V/def2-TZVPD
C 0.65 0.67 -0.09
C 0.70 1.94 -0.29
C 0.23 -0.72 -0.06
C -2.62 1.13 0.18
C -0.77 -1.62 0.23
C 2.78 -1.15 -0.15
N 1.52 -0.53 -0.03
H 1.68 2.32 -0.37
H -0.08 2.60 -0.14
H -3.57 1.30 0.61
H -2.63 0.31 -0.54
H -1.68 0.88 0.79
H -1.06 -1.32 1.27
H -0.41 -2.64 0.03
H -1.66 -1.48 -0.36
H 3.26 -0.81 -0.98
H 3.36 -0.70 0.64
H 2.61 -2.16 -0.21
H -2.31 1.97 -0.52
```

Values from the calculation:
* net charge: +1
* LUMO: -4.74 eV
* ΔE to the lowest compared entry with this formula, charge and spin: 101.60 kcal per mole
* maximum force: 0.0986 hartree/bohr
* gap between HOMO and LUMO: 9.7 eV
* calculated total energy: -7895.656 eV